[1]
DFT (ωB97M-V/def2-TZVPD) results for the ion C4H7O2S with charge -1 at a distorted geometry.

Results
- total charge = -1
- Kohn-Sham gap (spin up / spin down) (eV) = 4.52 / 7.12
- E_tot (eV) = -19186.5941
- LUMO energy (spin up / spin down) (eV) = 4.11 / 3.14
- 2S+1 = 3
- HOMO (spin up / spin down) (eV) = -0.40 / -3.99
- energy above the lowest of the compared OMol25 structures with the same formula, charge and spin (kJ/mol) = 0.00

XYZ file:
```
14
Properties=species:S:1:pos:R:3:lowdin_charge:R:1
C 0.194 -2.388 0.100 -0.050
C 0.264 -1.210 0.834 -0.357
C 1.284 -0.265 0.943 -0.104
C -0.495 2.126 -0.248 -0.244
O -0.976 1.500 2.270 -0.474
O 1.210 2.624 1.628 -0.508
S 0.181 1.586 1.393 0.540
H -0.561 -3.067 0.152 -0.023
H 1.035 -2.752 -0.556 0.049
H -0.458 -1.103 1.659 0.071
H 1.732 0.368 0.240 -0.011
H -1.290 2.888 -0.096 0.036
H 0.286 2.337 -1.004 0.031
H -0.860 1.123 -0.672 0.043
```



[2]
DFT (ωB97M-V/def2-TZVPD) results for the molecule C3H3N3O at a distorted geometry.

Results
- total charge = 0
- Kohn-Sham gap (eV) = 10.41
- SMILES = O=Cn1cnnc1
- E_tot (eV) = -9675.3667
- LUMO energy (eV) = -0.16
- HOMO (eV) = -10.57
- energy above the lowest of the compared OMol25 structures with the same formula, charge and spin (kJ/mol) = 201.42

XYZ file:
```
10
Properties=species:S:1:pos:R:3:lowdin_charge:R:1
O 2.406 -0.526 -0.188 0.017
C 1.425 0.260 -0.109 -0.256
N 0.158 -0.097 0.233 -0.029
C -0.626 -1.280 0.077 -0.055
N -1.863 -0.896 -0.208 0.034
N -1.860 0.463 -0.242 0.003
C -0.696 0.975 0.071 -0.135
H 1.699 1.383 -0.333 0.171
H -0.263 -2.246 0.327 0.118
H -0.381 1.965 0.372 0.131
```



[3]
DFT (ωB97M-V/def2-TZVPD) results for a cluster of 2 separate species, C5H11NO in total at a distorted geometry.

Results
- total charge = 0
- Kohn-Sham gap (eV) = 9.37
- SMILES = C=CCNC=C.O
- E_tot (eV) = -8896.9413
- LUMO energy (eV) = 0.84
- HOMO (eV) = -8.53
- energy above the lowest of the compared OMol25 structures with the same formula, charge and spin (kJ/mol) = 458.89

XYZ file:
```
18
Properties=species:S:1:pos:R:3:lowdin_charge:R:1
C 1.306 -2.290 0.285 0.019
C 0.504 -1.249 0.336 -0.194
C -0.745 -1.153 -0.496 -0.177
N -1.003 0.241 -0.937 -0.001
C 0.171 0.893 -0.888 -0.292
C 0.332 2.185 -0.422 -0.030
H 2.223 -2.230 0.855 0.056
H 1.130 -3.105 -0.397 0.056
H 0.451 -0.396 1.006 0.064
H -1.671 -1.386 0.022 0.121
H -0.718 -1.824 -1.358 0.114
H -1.515 0.825 -0.282 0.119
H 0.982 0.603 -1.573 0.154
H -0.462 2.918 -0.471 0.087
H 1.293 2.660 -0.362 0.072
O -0.395 0.940 1.622 -0.164
H 0.010 1.339 0.743 -0.050
H -0.972 1.647 1.903 0.045
```